# C4H8ClN3

A single C4H8ClN3 molecule (wB97M-V/def2-TZVPD, the OMol25 dataset).

```
16
Properties=species:S:1:pos:R:3:forces:R:3:mulliken_charge:R:1
C 0.657 -0.111 0.095 1.6 0.7 0.1 0.382
C -0.621 -0.826 -0.049 -0.8 -1.0 -0.1 0.659
C -0.624 -2.134 -0.343 -1.4 0.6 0.2 -1.014
C -1.925 -0.126 0.204 -0.2 -0.1 0.0 -0.745
H 2.372 1.724 -0.620 -0.3 0.2 0.4 0.261
H 2.154 2.059 1.009 -0.3 0.1 -1.0 0.285
H -0.182 1.706 -0.364 -1.2 0.5 -0.7 0.237
H 2.529 -0.134 0.324 0.7 0.4 0.0 0.247
H -1.569 -2.706 -0.430 0.6 0.5 0.1 0.260
H 0.278 -2.669 -0.468 0.9 -0.4 -0.2 0.382
H -1.902 0.538 1.063 0.1 0.0 0.0 0.347
H -2.736 -0.842 0.338 0.2 0.0 0.0 0.373
N 1.701 2.090 0.074 1.2 -0.1 0.7 -0.888
N 0.564 1.298 0.119 0.6 -1.7 0.6 0.125
N 1.762 -0.768 0.234 -1.7 0.1 -0.1 -0.692
Cl -2.458 0.902 -1.185 0.1 0.1 -0.1 -0.219
```
Forces are in eV/Å.

Properties
Relative energy (zero: lowest compared OMol25 entry of this formula, charge and spin) in kcal per mole: 30.6
Energy in eV: -21269.1253
E_LUMO in eV: 0.53
SMILES: [H]/N=C(\NN)C(=C)CCl



# C47H41Br4CdFN5O2PSi

A molecular structure, C47H41Br4CdFN5O2PSi (wB97M-V/def2-TZVPD, the OMol25 dataset).

```
103
Properties=species:S:1:pos:R:3:forces:R:3:mulliken_charge:R:1
Cd 0.235 1.758 0.407 -0.8 -0.2 -0.2 1.519
C 0.120 0.043 4.427 -0.2 0.3 -0.2 -1.585
C 1.427 0.223 4.911 0.9 -0.3 0.4 -0.248
C 2.479 0.411 4.046 -2.2 -0.2 2.0 -1.671
C 2.261 0.486 2.659 2.4 0.3 -2.8 0.781
N 0.956 0.595 2.194 1.5 -0.4 0.2 0.514
C 0.015 0.281 3.069 -2.0 0.3 -0.3 0.368
C 3.376 0.459 1.786 -0.6 -0.2 1.8 0.111
C 4.773 0.431 2.279 -2.1 -0.9 -0.1 -0.745
C 5.705 1.068 1.586 -0.5 -0.3 0.4 -0.617
C 5.345 1.660 0.313 3.4 0.1 1.2 -0.979
C 4.273 1.243 -0.290 -3.0 0.3 -1.1 -0.431
N 3.266 0.526 0.372 0.4 1.0 -0.2 1.342
H -0.728 -0.015 5.121 0.2 -0.2 -0.7 0.336
H 1.605 0.181 6.002 0.0 0.1 -0.6 0.333
H 3.393 0.571 4.513 1.8 0.2 0.2 0.551
H -0.919 0.316 2.525 -0.7 -0.2 0.7 -0.031
H 4.996 -0.281 3.069 0.3 0.4 0.4 0.331
H 6.667 0.976 2.011 1.4 0.3 -0.3 0.403
H 6.168 2.118 -0.213 -0.3 0.6 -0.3 0.320
H 4.031 1.604 -1.297 0.0 -0.5 0.1 0.157
Br 3.065 2.848 -6.076 0.1 0.5 -0.6 -0.237
C 2.190 3.203 -4.456 -0.4 -0.4 0.7 0.435
C 2.022 4.480 -3.940 0.3 -0.7 -0.2 0.011
Br 2.294 6.011 -5.048 0.1 -0.3 0.4 -0.228
C 1.612 4.580 -2.602 -1.1 1.2 1.3 -0.009
Br 1.400 6.270 -1.701 0.2 0.2 -0.5 -0.211
C 1.153 3.557 -1.755 0.8 -0.4 -1.6 0.476
O 0.759 3.674 -0.538 0.3 0.4 -0.6 -0.788
C 1.239 2.241 -2.397 0.3 -1.2 1.8 -0.554
O 0.961 1.227 -1.615 -0.2 0.0 -1.0 0.604
C 1.790 2.086 -3.661 0.2 0.3 -1.1 -0.271
Br 2.003 0.291 -4.446 -0.4 0.8 1.0 -0.272
C -4.015 0.143 4.356 -0.6 0.8 2.5 -0.500
C -3.572 1.454 4.232 0.5 0.6 0.1 -0.758
C -3.166 1.933 2.983 0.1 0.5 0.1 0.122
C -3.242 1.143 1.839 -0.2 -0.2 -0.3 -0.089
C -3.749 -0.150 2.029 0.4 -1.0 -4.2 0.803
C -4.137 -0.593 3.216 -1.3 -3.4 2.9 -0.483
Si -2.457 1.814 0.243 1.0 0.5 0.8 0.063
C -3.340 3.502 -0.063 -0.1 -1.7 1.4 0.342
C -4.506 3.867 0.620 0.6 -1.8 -0.3 -0.440
C -5.142 4.995 0.305 0.0 2.6 -0.1 -0.564
C -4.571 5.960 -0.544 -1.5 -0.7 -0.2 -0.520
C -3.483 5.591 -1.263 0.5 0.1 0.7 -0.720
C -2.867 4.380 -0.966 1.1 1.2 -1.8 -0.070
C -2.979 0.716 -1.164 0.4 0.1 -0.5 0.253
C -2.150 0.616 -2.282 -1.4 -0.2 -0.9 -0.258
C -2.584 -0.073 -3.431 -1.1 -0.3 0.0 -0.082
C -3.887 -0.663 -3.525 2.1 0.1 1.9 -0.847
C -4.607 -0.646 -2.302 -0.4 -0.8 -2.2 -0.541
C -4.178 0.031 -1.212 -0.1 0.6 1.1 -0.187
H -4.330 -0.303 5.367 0.6 0.8 -1.6 0.210
H -3.461 2.141 5.075 -0.1 -0.4 0.0 0.335
H -2.722 2.948 2.878 -0.4 -0.7 0.3 0.295
H -3.857 -0.946 1.180 0.4 2.0 1.3 -0.192
H -4.534 -1.636 3.408 0.5 1.1 -0.8 0.235
H -4.943 3.191 1.326 -0.2 -0.3 0.4 0.240
H -6.021 5.245 0.822 -1.2 0.3 0.6 0.422
H -5.090 6.882 -0.757 0.0 0.2 0.1 0.348
H -3.031 6.286 -1.929 0.4 0.3 -0.6 0.429
H -1.950 4.228 -1.504 0.4 -0.5 -0.1 0.236
H -1.240 1.169 -2.329 0.8 -0.1 0.1 -0.174
H -1.888 -0.178 -4.252 0.0 0.2 -0.2 0.420
H -4.110 -1.302 -4.383 -0.3 0.4 0.3 0.327
H -5.529 -1.179 -2.169 -0.5 -0.2 -0.4 0.376
H -4.819 0.032 -0.342 -0.1 0.1 0.0 0.483
F 6.416 -4.712 -1.687 0.4 -0.3 -0.2 -0.359
C 5.582 -3.704 -1.373 -0.8 -0.3 3.2 0.427
C 5.234 -2.774 -2.284 0.3 1.1 -0.8 -0.871
C 4.378 -1.738 -1.908 0.6 -0.4 0.0 0.000
C 3.831 -1.668 -0.617 -0.3 0.9 -2.4 0.478
C 2.805 -0.628 -0.360 0.1 0.1 0.8 -0.151
C 4.201 -2.586 0.292 1.9 -2.8 0.9 -0.044
C 5.116 -3.616 -0.034 0.4 0.0 -1.2 -0.878
H 5.805 -2.780 -3.206 -0.5 0.1 -0.3 0.387
H 4.208 -0.965 -2.645 -0.4 0.1 0.1 0.352
H 2.019 -1.061 0.236 -0.6 -0.1 0.1 -1.339
H 2.414 -0.242 -1.271 -0.6 0.0 -0.9 0.350
H 3.841 -2.599 1.295 -0.4 0.4 0.6 0.480
H 5.555 -4.329 0.681 -0.6 0.4 -0.2 0.349
C 0.667 -4.608 -0.406 1.8 0.7 -0.5 -0.869
N 0.043 -4.420 0.876 0.9 0.9 1.0 0.221
C -1.264 -4.947 0.838 -0.5 0.7 -1.5 -1.140
N -2.080 -4.353 -0.256 -0.2 0.2 0.7 0.164
C -1.386 -4.457 -1.530 -0.1 -1.1 -0.9 -0.874
N -0.035 -3.945 -1.549 0.7 0.1 1.2 0.176
C 0.002 -2.459 -1.342 -0.5 -0.5 -0.2 -0.990
P -0.799 -1.818 0.218 0.8 -1.0 0.6 1.638
C 0.090 -3.015 1.405 0.5 -0.8 -1.6 -1.155
C -2.288 -2.958 0.047 -0.6 1.4 0.4 -1.264
H 0.749 -5.704 -0.563 -0.3 0.5 -0.3 0.302
H 1.736 -4.226 -0.346 -1.2 -0.3 -0.2 0.180
H -1.713 -4.749 1.799 -0.6 -0.4 0.2 0.425
H -1.150 -5.967 0.557 -0.3 -1.3 0.3 0.400
H -1.918 -3.882 -2.332 -0.1 -0.8 0.7 0.402
H -1.327 -5.575 -1.757 -0.2 1.3 -0.1 0.289
H -0.602 -1.934 -2.088 0.1 -0.3 -0.5 0.221
H 1.021 -2.148 -1.506 0.3 0.3 0.2 0.179
H -0.366 -3.003 2.380 -0.2 0.1 0.5 0.509
H 1.167 -2.830 1.497 -0.3 0.6 0.2 0.019
H -2.855 -2.492 -0.766 -0.3 -0.1 0.1 0.375
H -2.872 -2.825 0.988 0.2 -0.3 -0.6 0.381
```
Forces are in eV/Å.

Properties
Relative energy (zero: lowest compared OMol25 entry of this formula, charge and spin) in kcal per mole: 65.2
Net charge: -2
Energy in eV: -365567.1394
E_LUMO in eV: 3.97



Q: Which formula does entry 1 have?
A: C4H8ClN3



What did the first record say?
# C4H8ClN3

A single C4H8ClN3 molecule (wB97M-V/def2-TZVPD, the OMol25 dataset).

```
16
Properties=species:S:1:pos:R:3:forces:R:3:mulliken_charge:R:1
C 0.657 -0.111 0.095 1.6 0.7 0.1 0.382
C -0.621 -0.826 -0.049 -0.8 -1.0 -0.1 0.659
C -0.624 -2.134 -0.343 -1.4 0.6 0.2 -1.014
C -1.925 -0.126 0.204 -0.2 -0.1 0.0 -0.745
H 2.372 1.724 -0.620 -0.3 0.2 0.4 0.261
H 2.154 2.059 1.009 -0.3 0.1 -1.0 0.285
H -0.182 1.706 -0.364 -1.2 0.5 -0.7 0.237
H 2.529 -0.134 0.324 0.7 0.4 0.0 0.247
H -1.569 -2.706 -0.430 0.6 0.5 0.1 0.260
H 0.278 -2.669 -0.468 0.9 -0.4 -0.2 0.382
H -1.902 0.538 1.063 0.1 0.0 0.0 0.347
H -2.736 -0.842 0.338 0.2 0.0 0.0 0.373
N 1.701 2.090 0.074 1.2 -0.1 0.7 -0.888
N 0.564 1.298 0.119 0.6 -1.7 0.6 0.125
N 1.762 -0.768 0.234 -1.7 0.1 -0.1 -0.692
Cl -2.458 0.902 -1.185 0.1 0.1 -0.1 -0.219
```
Forces are in eV/Å.

Properties
Relative energy (zero: lowest compared OMol25 entry of this formula, charge and spin) in kcal per mole: 30.6
Energy in eV: -21269.1253
E_LUMO in eV: 0.53
SMILES: [H]/N=C(\NN)C(=C)CCl